No. 1
The following is a quantum chemistry calculation of a cluster of 14 separate species, C46H104F6N2O22S2 in total, from the OMol25 dataset.

Last column: Löwdin charge in e.
Element x y z (Å)
C 5.76 -3.00 1.40  -0.468
H 6.04 -2.48 2.31  0.136
O 4.65 4.18 3.44  0.095
H 6.77 5.77 3.40  0.084
H 0.70 0.50 5.07  0.051
C 4.85 1.55 1.52  -0.058
H 0.46 -1.21 4.90  0.060
C -5.95 1.31 -2.76  0.024
C -0.46 -3.81 -0.91  0.006
H 1.01 5.27 4.61  0.122
H 1.11 -6.22 1.05  0.067
C 5.31 -1.99 0.38  -0.055
H -5.75 -2.31 1.81  0.072
H -4.52 3.65 4.46  0.090
H -4.53 -4.19 -4.70  0.100
N 0.84 -3.12 -1.09  0.059
H -2.20 -0.19 -5.76  0.065
H 3.97 2.87 0.08  0.094
H -2.33 -0.08 -7.54  0.088
H 0.85 1.80 -3.45  0.068
C 5.27 4.52 2.46  -0.564
H -4.74 4.98 -3.42  0.137
H 0.60 -2.11 -1.00  0.107
C 7.05 -3.73 0.85  -0.043
H -2.00 2.82 5.57  0.073
H 5.12 -4.77 1.99  0.098
C 0.29 -0.38 6.94  -0.168
H -0.36 -4.66 8.17  0.091
C 1.63 -3.43 -2.27  -0.418
C -1.85 -0.59 -2.33  -0.723
H -2.12 3.83 -2.26  0.059
C -3.87 -1.08 1.92  -0.181
H -6.01 -2.90 -1.46  0.089
H -2.25 5.56 -2.74  0.076
C -4.11 4.40 -2.70  -0.224
H 0.88 4.73 -2.46  0.077
C -5.16 -3.57 -1.30  -0.057
H -0.96 -3.26 -0.13  0.064
H -2.98 1.43 3.72  0.122
H 2.74 -4.46 3.83  0.083
S -1.26 0.63 -1.18  0.557
H -4.41 4.61 -1.67  0.125
H 4.11 0.77 1.34  0.043
H -1.55 -3.46 8.47  0.097
H 1.51 1.52 -6.31  0.072
H 6.99 5.44 1.63  0.093
C 1.42 0.52 -6.75  -0.058
O 2.38 -0.46 -4.78  -0.076
O 2.13 -0.83 0.08  -0.295
S 1.20 0.25 0.26  0.670
H -6.02 1.00 -3.81  0.083
O 1.46 4.16 2.83  -0.032
N -0.13 -0.21 -0.58  -0.297
C 0.25 4.70 0.81  0.021
H 5.26 1.45 2.57  0.105
O 1.66 2.20 -3.75  -0.057
H 2.37 -1.68 -3.19  0.072
H 4.00 3.40 -3.75  0.084
H -1.10 2.88 4.01  0.068
H -2.10 2.91 1.71  0.063
H -1.10 -3.67 -1.80  0.088
H -4.31 -1.49 -5.54  0.054
C -4.14 0.41 -6.53  -0.448
H -0.99 -3.43 4.20  0.079
H -4.28 -3.03 -1.05  0.048
H -0.73 4.98 0.46  0.091
H 2.83 -3.62 1.39  0.065
C -2.09 -3.49 4.12  0.031
H -4.46 0.61 -8.47  0.103
C 1.38 -5.83 2.02  -0.024
F -0.03 -1.07 2.38  0.134
O -3.26 -1.77 3.04  0.014
C 3.72 2.82 -2.87  -0.030
H 7.87 -3.05 0.58  0.085
C -5.38 -1.29 1.91  -0.057
H 1.13 -4.46 4.44  0.090
H 0.41 0.14 -6.48  0.072
H 6.06 -1.21 0.29  0.085
O 4.74 -3.96 1.62  -0.055
C -3.07 2.51 3.65  -0.469
C 4.24 2.86 1.14  -0.192
C 0.12 -0.33 5.44  -0.064
F -2.71 0.01 -3.04  0.204
H -1.32 -4.16 6.80  0.076
H -0.32 0.37 7.40  0.112
H 1.32 -3.25 -0.13  0.118
C 6.28 5.57 2.46  0.019
H -5.13 0.74 -2.36  0.073
C -2.61 0.41 -6.59  -0.070
H -3.78 3.06 1.57  0.078
H 5.74 1.33 0.92  0.079
H 7.42 -4.36 1.63  0.060
H 1.20 2.82 5.23  0.057
C -4.83 -3.60 -3.80  -0.067
O 1.35 -4.39 -2.89  0.158
C 2.75 -2.52 -2.61  0.038
H -5.57 -5.21 -2.64  0.131
C 1.24 -4.32 2.31  -0.429
O 5.21 3.95 1.26  0.008
H 2.90 2.91 4.70  0.044
C 3.84 0.16 -6.61  -0.071
O -6.49 3.54 -2.09  0.119
C -4.85 -4.39 -2.50  -0.484
C -2.99 3.20 2.30  -0.054
H 4.01 1.18 -6.27  0.078
H 1.74 2.67 -1.79  0.091
H 4.40 -1.46 0.75  0.067
H 2.62 0.44 -4.48  0.077
H -2.08 4.28 4.52  0.081
C 2.51 -0.41 -6.17  -0.511
C 2.19 2.98 -2.73  -0.508
H 6.76 -4.24 -0.08  0.087
C 1.78 -3.96 3.68  -0.036
C 1.87 4.46 -2.88  -0.048
H -4.55 1.01 -5.70  0.124
H -3.09 -5.03 -3.11  0.086
H -4.16 -1.69 -7.33  0.078
O -2.38 0.83 -0.28  -0.259
H -3.42 -1.47 1.02  0.093
O -0.69 1.72 -1.89  -0.264
H 0.74 -6.42 2.67  0.080
H -2.06 1.34 -6.60  0.069
H 5.15 -2.52 -0.57  0.078
C 0.66 0.04 2.03  -0.658
O -4.37 2.73 4.21  -0.069
H 2.76 5.24 4.12  0.101
H 5.76 6.50 2.16  0.104
H -2.63 -3.13 5.03  0.107
F 0.01 1.07 2.45  0.181
C -4.60 -1.09 -6.53  -0.050
O 1.88 -3.57 1.29  -0.071
H 0.95 5.36 0.28  0.100
H -5.67 -1.16 -6.66  0.072
H 1.84 -2.94 3.96  0.058
H 3.96 1.77 -3.03  0.071
O 1.64 1.62 0.10  -0.269
H -0.29 -4.87 -0.74  0.107
H 3.38 3.05 1.76  0.096
F 1.81 -0.06 2.72  0.117
H -2.95 4.28 2.55  0.090
C -2.62 4.55 -2.92  -0.058
H 2.68 5.00 -2.37  0.075
H 3.20 -2.06 -1.73  0.059
O -4.74 1.10 -7.65  -0.082
H 2.36 -6.17 2.30  0.067
H 4.22 3.21 -1.96  0.071
H -5.85 -3.22 -3.96  0.089
H 2.38 3.87 6.03  0.093
O -4.44 3.03 -2.90  -0.027
C -2.44 -2.78 2.87  -0.569
C 0.10 -2.75 7.28  -0.558
H 4.72 -0.49 -6.34  0.093
O 1.21 -2.96 6.82  0.080
F -0.89 -1.13 -3.10  0.142
H 0.60 3.71 0.52  0.059
H 0.22 -3.97 2.15  0.107
C 1.84 4.67 4.16  -0.200
H -5.91 -0.93 2.77  0.069
F -2.44 -1.62 -1.64  0.092
C 2.07 3.46 5.05  -0.070
H 2.38 -1.38 -6.68  0.145
H 3.47 -3.09 -3.15  0.097
O -1.99 -3.07 1.77  0.051
H -0.91 -0.09 5.12  0.088
H 1.93 4.75 -3.96  0.095
C 0.45 4.91 2.26  -0.535
H -3.66 -0.01 1.99  0.106
C -0.83 -3.80 7.71  0.017
H -2.27 -4.54 3.86  0.105
H -5.37 -4.20 -0.43  0.089
C -5.72 2.76 -2.57  -0.558
H 3.82 0.20 -7.72  0.084
H 1.35 -0.32 7.24  0.135
H 1.58 0.65 -7.83  0.084
C -2.02 3.19 4.56  -0.050
H -4.17 -2.76 -3.58  0.060
O -0.17 5.76 2.83  0.092
H -5.73 -0.76 0.96  0.102
H -2.28 4.25 -3.90  0.070
O -0.41 -1.54 7.49  -0.013
O -3.55 -5.01 -2.25  -0.070
H -6.92 1.09 -2.31  0.096

Its charge is 0. The orbital gap is 10.058 eV. For the highest occupied orbital energy, the calculation gives -9.740 eV. Its LUMO energy is 0.3 eV.

=====

No. 2
The following is a quantum chemistry calculation of a structure of composition C46H107AsF6O28P5S4, from the OMol25 dataset.

Last column: Löwdin charge in e.
Element x y z (Å)
C 0.64 -10.28 0.56  -0.073
C 1.05 4.85 0.99  -0.219
H -1.33 -2.60 3.94  0.089
C 0.68 -4.10 0.74  -0.254
H 2.76 1.16 -3.69  0.083
O 5.95 4.48 -1.48  -0.184
H 4.22 -4.49 1.95  0.052
C 1.68 -0.64 1.64  -0.061
H 2.16 0.31 1.40  0.082
H 5.85 4.50 0.57  0.096
H -4.52 6.36 -4.32  0.106
H 1.01 -11.19 0.10  0.080
H -3.81 -1.27 -2.20  0.091
C 1.53 -9.10 0.25  -0.288
O 0.49 -5.50 0.66  -0.155
H -1.94 -6.92 -1.76  0.067
S -5.94 -1.38 -3.03  0.679
H -1.59 -1.82 1.28  0.087
C -2.26 7.96 7.00  -0.075
H -3.10 5.95 7.12  0.119
O 3.68 -3.00 4.07  -0.205
H -1.33 8.13 2.31  0.061
C -2.39 -2.14 1.94  -0.234
H 2.89 3.98 1.59  0.113
H 6.43 3.29 -6.91  0.077
O -3.79 -4.03 4.36  -0.338
O 1.60 7.04 -1.21  -0.327
H 2.30 3.36 0.06  0.094
H 0.25 -3.60 1.61  0.106
H 7.00 5.49 -5.57  0.118
C -1.15 -7.60 -2.08  -0.057
H -1.36 1.53 3.78  0.052
C 0.96 -4.07 6.12  -0.064
O 4.54 -1.12 5.64  -0.219
C 2.44 4.27 0.64  -0.192
P 1.70 -6.51 0.50  0.385
H 0.51 -0.38 -3.52  0.077
H -1.72 8.24 0.60  0.083
H 1.65 6.54 2.21  0.113
H -6.18 -0.81 -5.33  0.102
H -2.03 3.48 2.73  0.089
H -3.52 2.65 3.16  0.126
O 6.06 4.71 -3.88  -0.169
C 3.06 1.09 -2.64  -0.070
H -1.03 -3.24 -6.35  0.111
H -3.26 4.55 -1.63  0.093
H 3.68 5.11 -0.99  0.089
O -7.04 -0.44 -2.85  -0.334
H 0.89 -0.27 3.60  0.121
H 1.30 -2.02 3.22  0.097
P 6.10 3.55 -2.77  0.396
H 0.49 -6.24 -2.33  0.089
O -6.41 5.73 -1.38  -0.324
C -2.67 3.19 3.57  -0.259
C -4.21 -1.54 -5.09  -0.202
C -4.35 -0.54 -2.81  -0.223
C 4.47 1.56 -2.41  -0.262
H -0.92 2.95 4.80  0.078
H -4.79 3.65 -1.28  0.104
C -1.74 2.33 4.41  -0.060
H -1.25 -1.97 -4.49  0.096
H 0.22 6.83 1.20  0.076
C 6.46 4.05 -0.22  -0.271
H -6.29 6.48 -4.00  0.102
C -4.27 4.32 -1.95  -0.210
H -3.30 4.09 -3.88  0.120
H 0.65 4.34 1.87  0.109
S -3.77 -2.60 4.14  0.684
H 2.32 1.66 -2.07  0.066
H -2.05 -1.06 3.80  0.092
H -2.26 1.84 5.24  0.076
H 7.77 5.75 -0.08  0.081
H -1.65 -4.53 -8.50  0.077
H 5.08 4.31 -6.60  0.077
H 5.17 0.90 -2.93  0.117
H 8.24 4.50 0.98  0.077
H 0.33 4.65 0.19  0.101
C 4.95 -3.19 3.45  -0.287
H -3.21 8.45 7.20  0.074
C -2.29 -4.48 -7.61  -0.066
H 1.96 -2.83 7.55  0.122
H -5.13 -3.06 2.23  0.108
H -4.03 -1.33 -6.14  0.111
C -2.80 6.68 1.53  -0.261
H -0.41 -10.13 0.31  0.077
H 0.88 -1.70 -2.44  0.055
H 5.33 2.93 -5.58  0.068
C -4.74 -2.14 2.67  -0.214
H -3.56 6.76 0.76  0.097
P -2.53 5.80 3.98  0.402
C 7.85 4.66 -0.03  -0.070
O -3.13 4.37 4.23  -0.164
H -0.97 -3.62 -0.64  0.080
O -1.07 5.90 3.79  -0.227
O -2.31 -4.79 -2.67  -0.213
H 1.36 -5.81 3.35  0.104
H 5.77 -3.69 1.52  0.082
H -6.20 -2.54 -5.14  0.106
H -6.34 3.88 -3.84  0.121
C 4.79 -3.56 1.97  -0.047
H -2.67 -0.18 -4.18  0.104
H -2.55 -3.19 1.65  0.123
H -3.69 -0.40 1.93  0.108
H -1.68 7.93 7.93  0.075
F -1.65 2.35 -1.93  -0.248
H -1.34 -2.20 -2.73  0.102
H 0.55 -7.64 -3.33  0.119
H -2.08 5.94 1.16  0.105
H -4.03 -1.64 0.69  0.117
H 2.91 0.07 -2.29  0.076
S -5.14 5.91 -2.04  0.677
H 5.54 -3.92 4.01  0.117
C 1.19 6.35 1.24  -0.234
C 1.56 -0.96 3.11  -0.227
O 3.19 7.96 0.57  -0.342
S 2.35 6.91 0.02  0.690
C 6.71 4.53 -5.14  -0.266
H 4.30 -2.71 1.51  0.069
C -0.14 -6.88 -2.96  -0.255
C -2.15 8.06 1.59  -0.076
P -1.43 -4.79 -3.84  0.396
C -2.15 -2.09 3.43  -0.211
O 2.46 -6.40 -0.74  -0.209
O -4.27 7.01 -1.67  -0.338
H -1.61 -8.41 -2.65  0.080
C -0.69 -2.29 -3.60  -0.274
H 0.29 -2.38 -0.55  0.059
C -5.71 -1.63 -4.79  -0.234
O -2.17 -4.56 -5.23  -0.174
H 5.51 -2.25 3.43  0.112
H 7.65 4.00 -4.94  0.106
C 3.33 5.36 0.01  -0.206
H -1.71 8.58 6.29  0.079
H 3.03 -3.74 6.50  0.113
O -5.85 -2.65 -2.36  -0.321
H 3.80 -5.70 3.97  0.054
O 2.59 -6.28 1.81  -0.188
H 3.86 -7.42 3.95  0.081
C 2.07 -6.61 3.11  -0.245
H -0.01 -3.59 6.24  0.077
O 4.69 2.87 -2.97  -0.174
F -1.48 0.79 1.19  -0.258
O 2.86 -0.67 3.71  -0.170
H 1.75 -3.84 0.70  0.111
H 8.58 4.40 -0.79  0.073
H 1.54 -7.56 3.13  0.115
C 0.10 -3.46 -0.50  -0.066
H -4.45 0.33 -2.17  0.087
H -0.52 -4.90 -6.53  0.120
H -2.96 -3.64 -7.79  0.068
O -0.30 -3.66 -3.77  -0.189
C -1.40 -4.27 -6.40  -0.278
H 2.54 -9.28 0.62  0.126
H -5.34 4.14 -5.20  0.112
H 0.67 -10.51 1.63  0.077
C -5.38 5.89 -3.85  -0.216
H -2.91 8.80 1.85  0.079
C 2.11 -3.16 6.52  -0.263
H 0.73 -0.69 1.10  0.053
H -0.69 -8.03 -1.19  0.053
O 7.28 2.69 -2.82  -0.213
F 0.20 1.61 -0.49  -0.251
H -5.59 -1.57 3.01  0.104
H -1.48 6.08 6.39  0.110
H 1.29 -1.75 -4.22  0.087
C 0.57 -1.47 -3.46  -0.059
C -2.46 6.55 6.48  -0.264
O -3.44 6.33 2.76  -0.157
H 1.03 -4.37 5.08  0.056
H 2.69 -6.52 5.11  0.075
H 4.18 5.62 0.62  0.075
H -2.87 -5.39 -7.47  0.083
F -1.45 -0.07 -1.10  -0.257
O -4.17 -1.73 5.23  -0.344
O -3.09 6.66 5.19  -0.175
H 0.55 -3.95 -1.37  0.074
As -1.53 1.54 -0.39  0.760
O 2.10 -1.98 5.70  -0.178
H 2.28 -1.39 1.11  0.063
C -5.44 4.41 -4.14  -0.236
H -4.16 0.53 -4.68  0.108
O 0.97 -7.90 0.77  -0.188
C 5.86 3.73 -6.09  -0.074
O -0.65 -6.15 -4.07  -0.154
H 1.64 -9.02 -0.84  0.112
H 6.46 2.98 -0.03  0.118
C -4.24 3.82 -3.39  -0.228
H -3.69 -2.45 -4.80  0.095
P 3.41 -1.62 4.86  0.406
H -4.28 2.73 -3.39  0.097
H 4.75 1.52 -1.35  0.117
F -1.59 3.07 0.44  -0.253
C -3.75 -0.36 -4.19  -0.214
F -3.28 1.51 -0.33  -0.254
C -3.76 -1.47 1.73  -0.211
C 3.19 -6.58 4.15  -0.044
H 0.97 -4.92 6.81  0.081

The energy above the lowest of the compared OMol25 structures with the same formula, charge and spin comes out at 0.0 kcal per mole. Its charge is -1. The orbital gap is 9.880 eV. For the highest occupied orbital energy, the calculation gives -8.079 eV. Its LUMO energy is 1.8 eV.

=====

Which of these has the highest charge?
C46H104F6N2O22S2

=====

What is the formula in the first record?
C46H104F6N2O22S2

=====

Which of these has the highest highest occupied orbital energy?
C46H107AsF6O28P5S4